Run one
2 unconnected molecules or ions with the total composition C5H11NO2, computed with ωB97M-V/def2-TZVPD.

Structure (XYZ):
```
19
Properties=species:S:1:pos:R:3:lowdin_charge:R:1
C 0.9410 0.0916 0.0690 -0.02
C 0.1658 1.0519 -0.4389 -0.19
C -1.3494 0.8929 -0.7340 -0.18
C -2.0084 1.1182 0.6340 -0.23
N -2.1367 -0.0875 1.4676 0.02
C -3.0881 -1.0122 1.0013 -0.33
O -3.0502 -2.1222 1.4751 0.03
H 0.5820 -0.8021 0.5685 0.05
H 2.0009 0.2979 0.3076 0.06
H 0.7342 1.9158 -0.7751 0.09
H -1.6331 1.7305 -1.3713 0.10
H -1.4075 -0.0619 -1.2557 0.11
H -3.0215 1.5575 0.4191 0.12
H -1.4012 1.8533 1.1621 0.11
H -1.2683 -0.4392 1.8350 0.11
H -3.7296 -0.4800 0.2741 0.14
O 6.3508 -2.0422 -1.7971 -0.06
H 6.4681 -2.2223 -0.8621 0.03
H 6.8512 -1.2399 -1.9791 0.03
```

The SMILES is C=CCCNC=O.O. Its total charge is 0. Its HOMO-LUMO gap is 10.438 eV.

Run two
C5H11NO2 in the gas phase, computed with ωB97M-V/def2-TZVPD.

Structure (XYZ):
```
19
Properties=species:S:1:pos:R:3:lowdin_charge:R:1
C 1.2838 2.2437 -0.1030 -0.05
C 0.7562 0.8322 -0.2439 -0.46
O 0.9192 0.3261 -1.5669 -0.04
C -0.7016 0.6929 0.2218 -0.13
C -1.0437 -0.6808 0.8719 -0.18
N -0.1943 -1.8087 0.5003 0.02
C -0.7055 -2.8207 -0.2587 -0.36
O -0.1444 -3.8897 -0.3479 0.02
H 0.8440 2.9367 -0.8207 0.08
H 2.3203 2.2645 -0.4394 0.08
H 1.2177 2.5761 0.9315 0.08
H 1.3323 0.1402 0.3595 0.12
H 0.2602 0.7480 -2.1372 0.09
H -0.8893 1.4252 1.0079 0.11
H -1.3749 0.8826 -0.6102 0.11
H -2.0625 -0.9898 0.6783 0.11
H -0.9466 -0.5279 1.9436 0.11
H 0.7679 -1.8014 0.7821 0.13
H -1.6390 -2.5494 -0.7691 0.13
```

The SMILES is C[C@H](O)CCNC=O. Its total charge is 0. Its HOMO-LUMO gap is 10.336 eV.

Q: Which of them is the most stable? A: run two.

Run one
C5H11NO2 in the gas phase, computed with ωB97M-V/def2-TZVPD.

Structure (XYZ):
```
19
Properties=species:S:1:pos:R:3:lowdin_charge:R:1
C -1.2981 -0.3880 -1.1619 -0.26
C -1.4194 -0.5000 0.3188 -0.23
C 0.9407 -0.0838 0.5792 -0.28
C 1.2700 0.8551 1.7142 -0.16
C 1.2090 1.2338 -0.1435 -0.20
H 0.2504 -1.7713 -1.4335 0.07
H -1.1612 -2.1999 -2.2380 0.08
H -0.6254 0.4692 -1.2035 0.08
H -2.3456 -0.3332 -1.4662 0.12
H -2.1646 -1.2947 0.4652 0.12
H -1.8545 0.3232 0.8503 0.11
H 1.6994 -0.8191 0.3981 0.15
H 0.3121 1.4306 2.0549 0.16
H 1.7543 0.4012 2.6510 0.15
H 0.3679 1.8922 -0.1999 0.11
H 1.7745 1.3308 -1.0655 0.13
N -0.5554 -1.4012 -1.9554 0.01
O -0.1962 -0.8590 0.9590 -0.10
O 2.0421 1.7141 0.8766 -0.07
```

Its total charge is 0. Its HOMO-LUMO gap is 10.338 eV.

Run two
C5H11NO2 in the gas phase, computed with ωB97M-V/def2-TZVPD.

Structure (XYZ):
```
19
Properties=species:S:1:pos:R:3:lowdin_charge:R:1
C -0.6299 -2.1111 -1.4117 -0.09
C -0.7120 -0.6248 -1.0785 -0.19
C 0.4847 -0.0859 -0.2772 -0.31
C 0.4279 -0.4439 1.2137 -0.22
O 0.7209 -1.8327 1.3015 -0.06
N 0.7058 1.3524 -0.4912 0.06
C -0.0438 2.3085 0.0913 -0.36
O -1.0016 2.0683 0.7966 0.02
H -1.1742 -2.7050 -0.6873 0.07
H -1.1004 -2.2753 -2.3527 0.06
H 0.3958 -2.4824 -1.3916 0.08
H -0.6916 -0.0077 -1.9891 0.11
H -1.6110 -0.2796 -0.5565 0.12
H 1.4070 -0.5633 -0.6023 0.14
H 1.1619 0.1591 1.7628 0.12
H -0.5220 -0.1753 1.6665 0.11
H 0.4823 -2.1335 2.1927 0.10
H 1.4912 1.5382 -1.0860 0.13
H 0.2901 3.3329 -0.0955 0.13
```

The SMILES is CC[C@H](CO)NC=O. Its total charge is 0. Its HOMO-LUMO gap is 10.613 eV.

Q: Which of them is the most stable? A: run two.

Run one
2 unconnected molecules or ions with the total composition C5H11NO2, computed with ωB97M-V/def2-TZVPD.

Structure (XYZ):
```
19
Properties=species:S:1:pos:R:3:lowdin_charge:R:1
C 1.0313 -0.8471 -1.2170 0.00
C 0.9131 -0.8066 0.0705 -0.29
C 1.8684 -0.7298 1.1962 -0.09
C -0.8009 -0.4672 0.6815 -0.22
N -1.8531 -0.8345 -0.2148 -0.01
H 0.2302 -0.2699 -1.8086 0.07
H 1.9166 -1.1436 -1.7645 0.06
H 2.8720 -0.9923 0.8571 0.08
H 1.9009 0.2827 1.6053 0.08
H 1.5768 -1.4007 2.0085 0.07
H -0.7144 -1.2633 1.4225 0.08
H -1.0502 0.3581 1.3496 0.09
H -1.9472 -0.1867 -0.9903 0.04
H -1.6655 -1.7278 -0.6555 0.08
O -0.5015 1.3929 -1.6556 -0.01
C -0.4313 1.8821 -0.5258 -0.37
O -1.5144 2.3581 0.1189 0.06
H 0.4813 2.3326 -0.1196 0.16
H -2.3121 2.0630 -0.3582 0.13
```

The SMILES is C=C(C)CN.O=CO. Its total charge is 0. Its HOMO-LUMO gap is 9.586 eV.

Run two
2 unconnected molecules or ions with the total composition C5H11NO2, computed with ωB97M-V/def2-TZVPD.

Structure (XYZ):
```
19
Properties=species:S:1:pos:R:3:lowdin_charge:R:1
C 0.5288 2.1929 -1.3361 -0.01
C 0.2669 0.9169 -1.5869 -0.18
C 0.8882 -0.1940 -0.7559 -0.17
C -0.0338 -1.2549 -0.1383 -0.36
N 0.6824 -2.5334 -0.0123 0.04
C -0.3187 -0.9685 1.3174 -0.24
O 0.1045 -0.0634 1.9793 0.06
H 0.0968 2.9971 -1.9084 0.06
H 1.0799 2.5946 -0.4917 0.07
H -0.5505 0.6523 -2.2449 0.10
H 1.6013 -0.7521 -1.3849 0.11
H 1.5339 0.2385 0.0147 0.12
H -0.9196 -1.3228 -0.7829 0.14
H 1.2137 -2.7497 -0.8387 0.07
H 0.0619 -3.3024 0.2056 0.08
H -1.0002 -1.7195 1.8155 0.14
O -1.6854 1.7133 0.4194 -0.06
H -2.1608 1.6345 1.2732 0.06
H -0.8177 1.3569 0.6026 -0.02
```

The SMILES is C=CC[C@@H](N)C=O.O. Its total charge is 0. Its HOMO-LUMO gap is 10.376 eV.

Run three
C5H11NO2 in the gas phase, computed with ωB97M-V/def2-TZVPD.

Structure (XYZ):
```
19
Properties=species:S:1:pos:R:3:lowdin_charge:R:1
C 2.9364 1.7812 0.5587 -0.10
C 1.4780 1.9831 1.0195 -0.27
C 0.4052 1.1714 0.3107 -0.22
C 0.1783 -0.2792 0.7700 -0.19
N -1.1823 -0.7928 0.5262 0.07
C -1.5019 -1.3022 -0.7319 -0.60
O -2.3368 -2.1692 -0.8089 0.08
O -0.7256 -0.9711 -1.7846 0.12
H 3.6479 2.2247 1.2350 0.06
H 3.1708 2.2225 -0.4069 0.07
H 3.0943 0.6896 0.5414 0.07
H 1.2676 1.9538 2.0868 0.10
H 1.2573 3.0856 0.8670 0.12
H 0.5145 1.0944 -0.7771 0.10
H -0.5177 1.7385 0.4955 0.12
H 0.9392 -0.9157 0.3047 0.12
H 0.4050 -0.3312 1.8376 0.12
H -1.7167 -1.1879 1.2771 0.14
H -0.3445 -0.0994 -1.5803 0.08
```

The SMILES is CCCCNC(=O)O. Its total charge is 0. Its HOMO-LUMO gap is 10.447 eV.

Q: Which of them is the most stable? A: run three.